# 1
Molecular formula: C10H20LuN2PS
Method: DFT, the ωB97M-V functional and the def2-TZVPD basis

Last column: Löwdin charge in e.
CARTESIAN COORDINATES (ANGSTROEM)
Lu -0.6858 -0.4625 -0.6000  1.017
S 0.6094 1.6125 0.0607  0.658
P -0.0488 -2.9506 -0.7613  0.503
N -0.9339 0.0285 1.5861  -0.402
N 1.3880 -0.1651 1.9200  -0.281
C -1.1252 -1.0578 2.5448  -0.084
C -0.9860 0.2737 -3.1872  -0.317
C -1.6621 1.4593 -3.6732  -0.174
C 2.6110 -0.1830 1.1285  -0.132
C 1.6454 -0.0902 3.3667  -0.063
C 0.3581 0.5339 1.3690  -0.901
C -2.0963 0.8663 1.1709  -0.123
C 0.5500 2.0164 -3.4406  -0.185
C 0.4076 0.6585 -2.9804  -0.311
C -0.7069 2.5081 -3.8809  -0.151
H -1.1451 -3.2370 -1.6781  -0.108
H -1.3744 -0.7522 -3.1381  0.047
H 1.5579 -1.0920 3.8126  0.085
H 1.4634 2.6129 -3.3614  0.081
H -1.9273 1.9049 1.4956  0.098
H 1.1040 -3.2919 -1.5337  -0.129
H 0.9669 0.6160 3.8676  0.093
H -0.9952 -0.6380 3.5441  0.083
H 1.2020 -0.0354 -2.5984  0.069
H -0.4034 -1.8525 2.3273  0.073
H -2.9720 0.4466 1.6721  0.092
H 2.4530 -0.5732 0.1151  0.065
H -0.1905 -3.9846 0.2421  -0.112
H -2.2754 0.8690 0.0425  0.046
H -2.1430 -1.4237 2.4258  0.080
H -2.7422 1.5705 -3.7297  0.067
H 2.6757 0.2679 3.4604  0.081
H 3.3324 -0.8026 1.6496  0.084
H 3.0099 0.8285 1.0218  0.069
H -0.9216 3.5190 -4.2602  0.084

The value obtained for the LUMO energy (alpha / beta) is -0.03 / -0.31 eV. Its strongest force on any atom is 0.0565 Eh/bohr. The calculation puts the total energy at -67412.917 eV. The HOMO-LUMO gap (alpha / beta) comes out at 5.2 / 5.2 eV. Its energy relative to the best compared isomer or geometry (same formula, charge and spin) is 53.42 kcal/mol.


# 2
Molecular formula: C10H20N
Method: DFT, the ωB97M-V functional and the def2-TZVPD basis

Last column: Löwdin charge in e.
CARTESIAN COORDINATES (ANGSTROEM)
N -0.3336 0.2503 0.0828  -0.006
C 0.7180 0.8250 0.5005  -0.014
C 0.9348 2.2298 0.9281  0.026
C -2.7755 0.3105 0.7023  0.016
C -0.3646 -1.2065 -0.1129  -0.405
C 3.9550 0.2313 0.3358  0.022
C 3.7141 -0.5526 -0.5493  0.016
C -1.9191 0.9078 -1.6712  -0.004
C -0.2590 -1.9303 1.1933  -0.015
C -1.5909 0.9751 -0.1439  -0.297
C 0.5731 -1.6954 -1.1231  -0.039
H -0.9815 0.5932 -2.2499  0.104
H 1.6471 -1.7662 -0.6974  0.076
H -1.0003 -1.5645 1.9932  0.114
H -2.9651 -0.6323 0.2670  0.062
H -0.3190 -2.9653 1.2179  0.069
H 4.1329 0.9518 1.1035  0.043
H -1.3462 -1.3383 -0.4724  0.110
H -2.6472 0.0907 -1.9789  0.114
H -2.2925 0.2273 1.6730  0.085
H 0.7921 -1.1033 -2.0405  0.108
H -2.2313 1.8117 -2.0474  0.049
H 1.5506 2.1798 1.7472  0.076
H 0.3059 -2.6651 -1.4293  0.085
H -3.4689 1.0755 0.4586  0.088
H 3.5514 -1.3337 -1.2410  0.032
H 0.1318 2.9264 0.8722  0.090
H -1.5679 1.9531 0.1715  0.100
H 1.6647 0.2797 0.5403  0.092
H 1.6383 2.6704 0.3001  0.088
H 0.7528 -1.7360 1.6701  0.114

The value obtained for the LUMO energy is -3.44 eV. Its strongest force on any atom is 0.0854 Eh/bohr. Its total charge is +1. The calculation puts the total energy at -12174.350 eV. The HOMO-LUMO gap comes out at 10.7 eV. Its energy relative to the best compared isomer or geometry (same formula, charge and spin) is 48.16 kcal/mol.


# 3
Molecular formula: C10H20N2O3
Method: DFT, the ωB97M-V functional and the def2-TZVPD basis

Last column: Löwdin charge in e.
CARTESIAN COORDINATES (ANGSTROEM)
O -1.0933 -0.2130 -2.1333  0.078
O 1.1024 1.7949 -1.6316  0.189
O 1.7448 2.6074 0.3154  0.109
N -1.9466 1.8019 -0.2682  0.064
N 0.6111 -0.6061 -0.7669  0.105
C 3.2579 -2.0114 -0.1017  -0.080
C -2.6789 -0.5242 0.5130  -0.371
C -3.5264 -0.7818 -0.7417  -0.080
C -3.4849 0.0948 1.7280  -0.065
C 4.0007 0.2733 0.9545  -0.052
C 3.0007 -0.4892 -0.0150  -0.344
C -1.5617 0.4073 0.1072  -0.327
C -0.7164 -0.1905 -0.9767  -0.439
C 1.5674 0.1551 0.1020  -0.154
C 1.4631 1.6794 -0.4056  -0.505
H -4.4483 0.4302 1.1783  0.096
H 2.6362 -2.3270 0.7554  0.082
H 4.0653 -0.2258 1.8722  0.042
H 0.8253 1.0082 -2.0048  0.052
H 5.1299 0.4900 0.6173  0.126
H 4.1966 -2.4927 -0.0552  0.045
H 3.0017 -2.5315 -1.1601  0.118
H -4.6243 -1.0474 -0.5101  0.108
H 1.3420 0.3659 1.0828  0.110
H -3.5909 0.0929 -1.4001  0.073
H 3.2470 -0.0986 -1.0403  0.132
H 3.6084 1.2929 1.0410  0.055
H -2.3419 1.9309 -1.1897  0.069
H -0.9487 0.6465 1.0938  0.172
H -4.0497 -0.5742 2.3795  0.065
H -3.0032 -1.4657 -1.3702  0.057
H -2.6761 2.1775 0.4230  0.109
H -2.1445 -1.4661 0.9068  0.159
H 0.9803 -1.0238 -1.6132  0.138
H -2.9450 0.8198 2.3144  0.063

The value obtained for the LUMO energy is 0.66 eV. Its strongest force on any atom is 0.0862 Eh/bohr. Its SMILES is CC(C)[C@H](N)C(=O)N[C@H](C(=O)O)C(C)C. The calculation puts the total energy at -19814.882 eV. The HOMO-LUMO gap comes out at 10.2 eV. Its energy relative to the best compared isomer or geometry (same formula, charge and spin) is 86.61 kcal/mol.


# 4
Molecular formula: C10H20N2P2ScTe4
Method: DFT, the ωB97M-V functional and the def2-TZVPD basis

Last column: Löwdin charge in e.
CARTESIAN COORDINATES (ANGSTROEM)
Te -0.8088 3.0977 0.9621  0.115
Te -2.6984 0.8227 -2.0121  0.127
Te -2.2054 3.3726 -1.3494  0.098
Te -0.4055 0.1875 -3.3723  0.161
Sc -0.0037 0.7166 -0.5373  -0.083
P 0.2102 -0.1481 2.1774  0.767
P -0.7076 -1.9499 -0.1699  0.781
N 2.3315 -0.1038 -1.1836  -0.109
N 2.7772 -0.1779 0.1867  -0.039
C 1.5767 -2.4206 3.1944  -0.072
C 0.7739 -1.8871 2.1910  -0.413
C 1.9548 -3.7540 3.1532  -0.053
C -2.4031 -2.1752 0.4998  -0.246
C 1.5333 -4.5632 2.1092  -0.052
C -1.1202 -0.1857 3.4377  -0.230
C 1.4552 0.8283 3.0959  -0.263
C -0.7188 -3.1854 -1.5129  -0.278
C 0.7322 -4.0426 1.1034  -0.073
C 0.3415 -2.7061 1.1315  -0.392
H 3.7914 -0.1776 0.2465  0.098
H -1.8861 -0.9143 3.1843  0.035
H -1.3414 -2.7980 -2.3179  0.019
H -2.6266 -1.4205 1.2502  0.025
H 1.8289 -5.6033 2.0739  0.116
H 2.4696 -1.0723 0.5567  0.052
H 1.6799 0.3929 4.0684  0.046
H 2.3661 0.9512 2.5162  0.032
H -1.1301 -4.1344 -1.1703  0.053
H 1.9190 -1.7977 4.0112  0.105
H 2.5861 -0.9259 -1.7225  0.091
H -3.1060 -2.0544 -0.3248  0.031
H 2.5795 -4.1639 3.9361  0.116
H -1.5696 0.8055 3.5030  0.039
H -2.5161 -3.1695 0.9308  0.063
H 0.4188 -4.6910 0.2961  0.100
H 0.2887 -3.3253 -1.9032  0.052
H -0.6791 -0.4571 4.3965  0.058
H 1.0046 1.8098 3.2539  0.024
H 2.8236 0.6683 -1.6218  0.096

The value obtained for the LUMO energy is -3.43 eV. Its strongest force on any atom is 0.0165 Eh/bohr. Its total charge is +1. The calculation puts the total energy at -82123.032 eV. The HOMO-LUMO gap comes out at 6.6 eV. Its energy relative to the best compared isomer or geometry (same formula, charge and spin) is 13.33 kcal/mol.


# 5
Molecular formula: C10H20O5SSi
Method: DFT, the ωB97M-V functional and the def2-TZVPD basis

Last column: Löwdin charge in e.
CARTESIAN COORDINATES (ANGSTROEM)
S 4.0623 0.4688 -0.4188  0.492
Si 4.5389 -0.9135 -2.0093  0.098
O -0.1126 -1.2181 1.7686  0.028
O -4.1786 3.0806 -1.6444  0.120
O 4.4545 -0.0427 -3.4171  -0.191
O -5.8758 1.6330 -1.4765  0.022
O -2.1737 -0.5247 2.2835  0.112
C 1.2351 -0.7301 1.9226  -0.158
C -0.9973 -0.3121 2.2408  -0.492
C -4.7619 2.2504 -1.0132  -0.491
C 6.2495 -1.5330 -1.6090  -0.198
C -4.4198 1.7164 0.3640  -0.077
C -6.4062 0.7442 -0.4757  -0.156
C 3.3152 -2.3262 -1.9534  -0.197
C -0.2604 0.9354 2.6899  -0.072
C -5.2311 0.4258 0.4399  -0.154
C 1.1035 0.7836 2.0167  -0.163
H 4.2025 -0.5753 -4.1886  0.062
H 1.6562 -1.1670 2.8305  0.129
H -7.2137 1.2611 0.0477  0.124
H -0.8010 1.8262 2.3836  0.122
H 2.2967 -1.9755 -1.8323  0.026
H 3.5619 -2.9181 -1.0744  0.031
H -0.1884 0.9138 3.7783  0.131
H 3.3857 -2.9948 -2.8068  0.030
H -5.5307 0.1480 1.4475  0.117
H -6.8141 -0.1310 -0.9748  0.122
H 6.9207 -0.6854 -1.5220  0.030
H 6.6394 -2.2213 -2.3516  0.034
H -4.7406 2.4500 1.1052  0.132
H 6.1994 -2.0488 -0.6543  0.031
H -3.3512 1.5498 0.4579  0.112
H 1.0713 1.2132 1.0146  0.108
H 3.0604 1.1178 -1.0193  -0.188
H 1.9267 1.2478 2.5546  0.116
H -4.6489 -0.3976 0.0262  0.119
H 1.8263 -1.0509 1.0693  0.088

The value obtained for the LUMO energy is 0.33 eV. Its strongest force on any atom is 0.0121 Eh/bohr. Its SMILES is C[Si](C)(O)S.O=C1CCCO1.O=C1CCCO1. The calculation puts the total energy at -39648.036 eV. The HOMO-LUMO gap comes out at 10.0 eV. Its energy relative to the best compared isomer or geometry (same formula, charge and spin) is 2.23 kcal/mol.


# 6
Molecular formula: C10H21AlBr2IO2
Method: DFT, the ωB97M-V functional and the def2-TZVPD basis

Last column: Löwdin charge in e.
CARTESIAN COORDINATES (ANGSTROEM)
I -1.0139 1.9041 2.2148  0.777
Br 0.1427 -0.6520 -6.0214  0.576
Br 0.3878 1.4239 -2.9596  0.594
Al -2.2581 -1.3535 1.3890  0.191
O 3.7676 -0.1465 -0.4316  0.136
O 2.9520 -1.2182 1.3009  -0.019
C -3.3613 2.8300 0.6476  -0.222
C -3.1439 0.3474 0.6168  -0.377
C -3.0273 1.5910 1.4851  -0.840
C 3.5138 1.1196 1.5246  0.017
C -0.4762 -1.5830 0.3966  -0.302
C 1.0650 -0.3655 -3.3108  -0.691
C 3.4189 -0.1118 0.6824  -0.589
C 1.5843 -0.4990 -4.7150  -0.696
C 0.6515 -2.1327 1.2913  -0.260
C 1.5786 -1.0181 1.7659  -0.197
H -4.2073 0.1971 0.4755  0.039
H -4.3235 2.6380 0.1921  0.067
H -2.6324 2.8850 -0.1441  0.048
H 2.8666 1.8538 1.0743  0.088
H -3.3608 3.7229 1.2588  0.048
H 2.1613 -1.4150 -4.8193  0.055
H -3.2377 -2.5937 0.9923  -0.117
H 1.1611 -0.0843 1.4171  0.041
H 4.5286 1.4685 1.5895  0.084
H 0.2518 -2.6105 2.1717  0.074
H 1.2746 -2.8114 0.7238  0.097
H 1.6168 -0.9599 2.8455  0.117
H 0.2552 -1.0533 -3.0887  0.052
H 3.1295 0.9034 2.5053  0.074
H -3.7086 1.4959 2.3105  0.062
H -0.6633 -2.3023 -0.3913  0.025
H 2.1904 0.3473 -5.0200  0.045
H -0.2079 -0.6155 -0.0178  0.015
H 1.8682 -0.5118 -2.5942  0.049
H -2.6681 0.5226 -0.3417  0.039
H -2.0758 -1.2127 2.9842  -0.099

The value obtained for the LUMO energy is 2.52 eV. Its strongest force on any atom is 0.0660 Eh/bohr. Its total charge is -1. The calculation puts the total energy at -169589.181 eV. The HOMO-LUMO gap comes out at 7.3 eV.